[1]
The following is a DFT calculation (ωB97M-V with the def2-TZVPD basis set) of a structure of composition C38H40N4O2PRbSSi.

```
88
C38H40N4O2PRbSSi (ωB97M-V with the def2-TZVPD basis set)
H -2.50689 -3.91827 4.55974
C -5.00091 1.52119 0.77423
H -2.77180 -4.44862 -2.22118
H 5.76645 2.99112 -0.51352
H -2.01678 -0.90694 -4.49351
C -0.59474 -5.16871 -0.27123
H -0.55698 -2.48823 4.03265
C -0.13017 -5.88511 -1.36249
H -4.92958 -1.32227 -1.06784
C 1.00617 7.80249 -1.27837
H 2.97109 5.45975 1.62727
C 5.38864 -1.48793 0.12861
H -2.18246 0.44012 -2.43566
H 3.09022 3.42419 -1.48132
H 2.24265 2.23869 1.44599
H -4.77564 -1.94933 1.52594
P -2.65232 -0.08652 0.29703
O -2.67055 3.97479 2.01788
H 3.49770 1.21069 2.15808
H -0.64776 -6.77536 -1.69758
N -3.02424 2.82534 1.34590
H 2.02182 2.07598 -1.87080
H 2.61535 -4.01410 -2.06743
C -6.38718 1.69869 0.76064
C 3.35470 5.93109 0.72494
H -7.33765 -0.95713 -1.08361
H -4.61970 -3.61301 3.30654
C -2.57069 -3.17916 3.77169
H 7.06594 -2.69709 0.66003
H 5.70159 -4.74760 1.02511
C -3.75360 -3.00888 3.06537
H -0.61808 6.40411 -1.25506
O 1.85980 -2.50282 0.00342
H -2.31816 -3.36322 -4.39097
C -7.23448 0.81801 0.11532
C -2.63334 -3.37681 -2.27073
H -1.47678 -5.50463 0.26261
C 3.06430 2.35004 -1.68997
C 5.23913 -3.82018 0.71473
S 0.66122 4.31784 0.40807
H -6.80079 2.56759 1.25883
H -0.71282 -0.80407 2.26455
H -2.87846 -3.11986 -0.16096
C 1.01191 -5.44822 -2.02403
H 4.03487 6.73823 0.98496
C 3.26850 -2.57139 0.11408
C 3.86652 -3.74827 0.52424
C 1.22570 -3.61224 -0.48922
H -4.88473 3.35642 1.95411
N 0.31535 6.64176 -0.97289
Si 3.87911 1.36334 -0.28622
H 0.58768 8.58853 -1.88025
Rb 0.62750 0.01897 -0.34006
C -4.45045 0.37685 0.14787
C -2.53935 -1.24262 -1.14850
C -3.83800 -2.06836 2.04888
C -2.73525 -1.28336 1.70993
H 3.61730 2.17479 -2.61716
H 3.04645 8.36966 -0.68780
H 3.85129 2.88793 1.73188
H 3.24934 -4.62308 0.69556
C -1.47774 -2.38255 3.47271
C 3.30558 1.99261 1.41642
C 0.06697 -4.02671 0.15388
H -8.30379 0.98609 0.12074
C -1.56650 -1.44017 2.45760
C -6.69594 -0.26369 -0.55450
C 1.69930 -4.33004 -1.58510
H 5.99035 -0.60059 -0.01912
C 3.98987 -1.36833 -0.08801
C -5.32499 -0.47189 -0.53302
C 1.06732 5.81728 -0.19911
C 2.21093 7.69235 -0.69341
H 3.88474 5.17318 0.14781
N 2.24492 6.47271 -0.03361
N 3.35703 -0.23080 -0.45852
C -4.27239 2.62585 1.42405
H -0.28168 -3.47232 1.01710
H -1.73432 4.10450 1.81113
C -2.69881 -2.62366 -1.10460
H 1.38572 -6.00060 -2.87693
C -2.28525 -0.64011 -2.38467
H 6.21315 1.43974 -1.22653
C -2.20501 -1.39346 -3.54469
C 5.69877 1.90689 -0.38113
H 6.24348 1.64764 0.53102
C -2.38197 -2.76853 -3.48849
C 5.99223 -2.67024 0.51065
```

HOMO level	-5.8	eV
E_tot	-78767.8690	eV
total charge	0
orbital gap	6.01	eV
ΔE to the lowest compared entry with this formula, charge and spin	31.3	kcal per mole
lowest unoccupied orbital energy	0.192	eV

***

[2]
The following is a DFT calculation (ωB97M-V with the def2-TZVPD basis set) of an isolated molecule of C3H7ClN2S at a distorted geometry.

```
14
C3H7ClN2S (ωB97M-V with the def2-TZVPD basis set)
H -2.71498 0.23085 -0.44532
C 0.51554 -0.11453 -0.72403
N -0.67266 -1.74000 1.10367
H -0.20648 0.25144 -1.38845
H 2.29171 0.50636 0.44165
H 2.14765 0.64620 -1.51346
H -0.46023 -2.76078 0.53370
H 1.25161 1.71249 -0.31506
S -2.09548 1.54994 0.11961
H -1.41231 0.54631 2.21410
C -0.37755 -0.52220 0.65289
C 1.69328 0.68571 -0.52871
Cl 0.79460 -1.79161 -1.50832
N -0.75468 0.79980 1.35773
```

HOMO level	-9.8	eV
E_tot	-29558.8357	eV
total charge	0
orbital gap	9.67	eV
ΔE to the lowest compared entry with this formula, charge and spin	76.2	kcal per mole
lowest unoccupied orbital energy	-0.167	eV

***

[3]
The following is a DFT calculation (ωB97M-V with the def2-TZVPD basis set) of a cluster of 2 separate species, C3H6INO2 in total at a distorted geometry.

```
13
C3H6INO2 (ωB97M-V with the def2-TZVPD basis set)
O -0.30585 -1.32207 1.95343
H 1.34762 -2.04635 1.07556
H 0.54468 1.24106 -1.55994
H -2.07739 -0.21320 -0.42573
C 0.30884 -1.26705 -0.26932
I -0.39858 -1.77829 -2.20035
C -0.66461 -1.02954 0.82186
H -2.51201 -0.32494 1.25549
C 1.07607 0.99560 -0.66302
N -1.86015 -0.50782 0.51182
H 0.75793 1.46674 0.24813
O 1.39500 -1.95827 0.09860
H 2.12178 0.77521 -0.74791
```

HOMO level (alpha / beta)	-8.3 / -8.1	eV
E_tot	-16891.7973	eV
total charge	0
orbital gap (alpha / beta)	8.17 / 8.13	eV
ΔE to the lowest compared entry with this formula, charge and spin	56.6	kcal per mole
lowest unoccupied orbital energy (alpha / beta)	-0.146 / -0.006	eV